1.
DFT (the ωB97M-V functional and the def2-TZVPD basis) results for a molecular structure, C30H52BeBrCsF8N2O12PS in a non-equilibrium geometry.

XYZ file:
```
109
Properties=species:S:1:pos:R:3:lowdin_charge:R:1
O 0.586 6.840 1.922 0.060
C 0.235 5.753 1.555 -0.212
C 1.015 4.472 1.714 -0.084
C 2.470 4.540 1.368 -0.185
C 2.962 3.401 0.645 -0.023
C 4.233 3.252 0.249 -0.001
C 5.183 4.260 0.581 -0.345
N 6.465 4.294 0.295 -0.168
S 7.090 5.655 0.962 0.750
N 5.655 6.224 1.566 -0.486
C 4.659 5.400 1.323 -0.313
C 3.312 5.540 1.705 0.024
H -0.770 5.627 1.089 0.104
H 0.861 4.041 2.705 0.150
H 0.560 3.767 1.019 0.105
H 2.218 2.655 0.428 0.100
H 4.568 2.393 -0.312 0.116
H 2.957 6.406 2.248 0.105
C -3.051 4.773 -0.247 -0.362
O -2.287 4.187 0.695 -0.290
H -3.262 4.160 -1.154 0.060
H -4.063 5.095 0.078 0.061
H -2.636 5.712 -0.693 0.073
Be 5.434 8.138 2.264 0.751
C 3.649 12.021 5.924 -0.020
C 5.071 11.530 6.049 -0.503
O 5.858 12.048 6.797 0.095
C 5.470 10.347 5.189 -0.050
H 3.501 12.866 6.591 0.085
H 3.453 12.342 4.899 0.085
H 2.953 11.228 6.199 0.086
H 5.353 10.601 4.131 0.049
H 4.851 9.481 5.435 0.078
H 6.513 10.100 5.378 0.084
C 0.027 -2.930 1.559 -0.127
O -0.662 -1.688 1.795 -0.188
P -0.527 -0.511 0.715 0.361
O -1.034 -0.858 -0.649 -0.907
O 0.997 -0.102 0.768 -0.173
C 1.936 -0.715 -0.126 -0.066
O -1.207 0.689 1.408 -0.153
C -2.620 0.990 1.248 -0.013
H -0.484 -3.731 2.087 0.104
H 0.046 -3.170 0.503 -0.102
H 1.046 -2.857 1.938 0.106
H 1.442 -1.263 -0.928 0.037
H 2.571 -1.398 0.435 0.102
H 2.558 0.058 -0.568 0.095
H -3.082 0.994 2.230 0.106
H -3.122 0.264 0.613 0.064
H -2.703 1.983 0.806 0.072
C -3.536 -2.138 -0.551 -0.217
C -5.043 -2.015 -0.488 -0.180
O -5.594 -1.839 -1.793 0.055
C -5.619 -2.941 -2.551 -0.608
O -5.222 -4.029 -2.219 0.125
O -6.129 -2.621 -3.730 0.022
C -6.126 -3.688 -4.687 -0.019
H -3.102 -1.281 -1.080 0.048
H -3.100 -2.193 0.456 0.084
H -3.243 -3.036 -1.096 -0.021
H -5.323 -1.129 0.080 0.130
H -5.494 -2.873 0.009 0.135
H -6.621 -4.571 -4.290 0.101
H -5.104 -3.926 -4.980 0.087
H -6.671 -3.335 -5.556 0.099
Br 7.628 6.587 3.183 0.096
C -1.348 -3.809 -4.553 -0.155
C -1.096 -2.551 -5.380 -0.261
C -2.081 -2.380 -6.534 -0.219
C -2.041 -3.491 -7.583 -0.222
C -0.680 -3.709 -8.244 -0.267
C -0.184 -2.497 -9.023 -0.112
H -1.222 -4.713 -5.146 0.079
H -0.642 -3.863 -3.723 -0.040
H -2.361 -3.806 -4.137 0.069
H -0.068 -2.556 -5.751 0.105
H -1.179 -1.674 -4.725 0.097
H -1.898 -1.416 -7.014 0.106
H -3.097 -2.323 -6.127 0.104
H -2.779 -3.261 -8.356 0.113
H -2.368 -4.433 -7.130 0.101
H -0.764 -4.553 -8.931 0.101
H 0.066 -3.996 -7.498 0.101
H -0.895 -2.217 -9.803 0.082
H 0.761 -2.717 -9.497 0.035
H -0.032 -1.631 -8.372 0.067
Cs -0.886 -2.682 -1.359 1.819
C -0.151 -5.637 7.393 -0.034
C 1.330 -5.473 7.001 -0.444
C 1.706 -4.279 6.116 -0.298
F 1.078 -4.296 4.918 0.078
F 3.034 -4.312 5.863 0.099
F 1.771 -6.624 6.453 0.136
F 2.016 -5.307 8.164 0.113
O -0.961 -6.533 6.642 0.054
C -1.550 -6.146 5.467 -0.544
C -0.990 -6.909 4.261 -0.276
F 0.347 -6.784 4.170 0.100
F -1.523 -6.405 3.119 0.085
F -1.475 -4.808 5.305 0.137
F -2.860 -6.449 5.562 0.154
H -0.132 -6.085 8.385 0.152
H -0.640 -4.672 7.522 0.147
H 1.478 -3.337 6.622 0.174
H -1.230 -7.971 4.333 0.179
O 1.672 -4.482 -10.174 -0.055
H 2.576 -4.219 -10.379 0.050
H 1.351 -4.871 -10.994 0.053
```

## Properties
Total charge = +1
E_LUMO = -6.67 eV
Highest occupied orbital energy = -8.383 eV
Gap between HOMO and LUMO = 1.718 eV
Energy = -6333.532992 Ha

2.
DFT (the ωB97M-V functional and the def2-TZVPD basis) results for C6H11ClO in the gas phase in a non-equilibrium geometry.

XYZ file:
```
19
Properties=species:S:1:pos:R:3:nbo_charge:R:1
C -0.815 -1.562 2.104 -0.643
C -1.623 -0.860 0.868 -0.418
C -0.538 -0.014 0.088 -0.068
C 0.060 1.202 0.639 -0.145
C 0.304 -0.404 -0.921 -0.005
C 0.235 -1.775 -1.767 -0.667
H -0.687 -0.687 2.711 0.233
H 0.255 -1.944 1.987 0.221
H -1.577 -2.408 2.182 0.240
H -2.415 -0.160 1.208 0.244
H -2.353 -1.421 -0.078 0.214
H 0.591 1.888 -0.176 0.220
H 0.974 0.730 1.325 0.163
H -0.610 2.749 1.380 0.470
H -0.467 -2.486 -1.115 0.243
H -0.244 -1.562 -2.800 0.231
H 1.441 -2.047 -1.954 0.239
O -1.069 1.877 1.327 -0.732
Cl 1.642 0.753 -1.256 -0.040
```

## Properties
Total charge = 0
Relative energy (zero: lowest compared OMol25 entry of this formula, charge and spin) = 120.64 kcal per mole
E_LUMO = 0.69 eV
Highest occupied orbital energy = -8.675 eV
Gap between HOMO and LUMO = 9.361 eV
Energy = -770.457130 Ha
SMILES string = CC/C(CO)=C(\C)Cl

3.
DFT (the ωB97M-V functional and the def2-TZVPD basis) results for 2 unconnected molecules or ions with the total composition C3H7NO3S in a non-equilibrium geometry.

XYZ file:
```
15
Properties=species:S:1:pos:R:3:nbo_charge:R:1
C 1.415 1.615 -0.479 -0.278
C -0.797 1.209 -1.207 -0.189
C -0.734 -0.982 0.666 0.513
H 2.427 2.018 -0.770 0.197
H 1.046 2.322 0.403 0.187
H 1.737 0.587 -0.083 0.176
H -1.242 1.624 -0.237 0.228
H -1.430 1.398 -2.087 0.215
H -0.659 -3.343 0.035 0.477
H 0.653 -1.965 2.211 0.391
N -0.756 -2.339 0.653 -0.420
O 0.561 1.479 -1.604 -0.529
O -0.384 -0.185 1.548 -0.593
O -0.797 -2.794 2.033 -0.492
S -1.040 -0.643 -1.083 0.118
```

## Properties
Total charge = 0
Relative energy (zero: lowest compared OMol25 entry of this formula, charge and spin) = 162.41 kcal per mole
E_LUMO = -1.21 eV
Highest occupied orbital energy = -9.175 eV
Gap between HOMO and LUMO = 7.964 eV
Energy = -796.906515 Ha